{
  "formula": "C52H65N13",
  "method": "ωB97M-V with the def2-TZVPD basis set",
  "species": ["N", "C", "C", "C", "C", "H", "H", "H", "H", "H", "N", "C", "C", "C", "C", "H", "H", "H", "H", "H", "N", "C", "C", "C", "C", "H", "H", "H", "H", "H", "N", "C", "C", "C", "C", "H", "H", "H", "H", "H", "N", "C", "C", "C", "C", "H", "H", "H", "H", "H", "N", "C", "C", "C", "C", "H", "H", "H", "H", "H", "N", "C", "C", "C", "C", "H", "H", "H", "H", "H", "N", "C", "C", "C", "C", "H", "H", "H", "H", "H", "N", "C", "C", "C", "C", "H", "H", "H", "H", "H", "N", "C", "C", "C", "C", "H", "H", "H", "H", "H", "N", "C", "C", "C", "C", "H", "H", "H", "H", "H", "N", "C", "C", "C", "C", "H", "H", "H", "H", "H", "N", "C", "C", "C", "C", "H", "H", "H", "H", "H"],
  "positions_angstrom": [[2.738, 2.576, 3.419], [3.628, 1.753, 2.723], [4.798, 1.604, 3.629], [4.382, 2.195, 4.855], [3.018, 2.640, 4.697], [1.859, 2.775, 2.969], [3.316, 1.532, 1.792], [5.752, 1.043, 3.291], [5.016, 2.151, 5.722], [2.225, 3.216, 5.345], [1.734, -4.846, 0.429], [0.889, -3.809, 0.693], [0.366, -3.976, 2.128], [0.933, -5.341, 2.529], [1.770, -5.877, 1.406], [2.217, -5.044, -0.477], [0.722, -3.014, 0.099], [-0.355, -3.344, 2.681], [0.766, -5.755, 3.587], [2.255, -6.716, 0.942], [3.561, 0.644, -2.027], [2.767, 1.379, -2.721], [3.004, 2.834, -2.258], [4.017, 2.737, -1.147], [4.399, 1.274, -1.058], [3.456, -0.483, -1.978], [1.860, 0.969, -3.507], [2.588, 3.615, -2.769], [4.733, 3.436, -0.728], [5.117, 0.669, -0.586], [1.016, 0.858, -0.958], [-0.340, 0.913, -1.435], [-1.178, 0.090, -0.558], [-0.273, -0.605, 0.404], [1.089, -0.034, 0.127], [1.768, 1.392, -1.519], [-0.608, 1.518, -2.287], [-2.188, -0.050, -0.416], [-0.503, -1.268, 1.355], [1.957, -0.329, 0.526], [-0.173, 2.643, 1.282], [0.041, 4.058, 0.990], [0.161, 4.826, 2.314], [-0.073, 3.850, 3.355], [-0.234, 2.465, 2.706], [-0.029, 1.972, 0.441], [0.193, 4.390, 0.008], [0.526, 5.798, 2.449], [-0.023, 3.975, 4.334], [-0.183, 1.516, 2.980], [-5.437, 3.871, 0.150], [-4.418, 3.002, 0.488], [-4.645, 1.788, -0.481], [-5.525, 2.208, -1.586], [-6.098, 3.646, -1.051], [-5.681, 4.791, 0.726], [-3.774, 3.242, 1.409], [-4.233, 0.782, -0.452], [-5.739, 1.490, -2.295], [-6.556, 4.578, -1.516], [-1.482, -3.535, -4.683], [-1.759, -2.254, -4.228], [-1.330, -2.318, -2.762], [-1.118, -3.796, -2.393], [-1.175, -4.464, -3.737], [-1.455, -4.092, -5.572], [-2.044, -1.492, -4.937], [-1.551, -1.415, -2.246], [-0.889, -4.366, -1.500], [-0.837, -5.520, -4.119], [3.359, -2.434, -2.769], [2.602, -2.179, -1.659], [3.460, -2.124, -0.437], [4.854, -2.459, -0.875], [4.789, -2.552, -2.433], [3.290, -2.263, -3.671], [1.343, -2.093, -1.650], [3.090, -1.823, 0.622], [5.786, -2.709, -0.499], [5.570, -2.763, -3.085], [-3.854, 3.927, -1.856], [-3.658, 4.588, -3.065], [-2.305, 4.964, -3.189], [-1.583, 4.336, -2.089], [-2.694, 3.676, -1.225], [-4.971, 3.363, -1.395], [-4.615, 4.659, -3.806], [-1.774, 5.440, -4.026], [-0.533, 4.272, -1.792], [-2.863, 3.274, -0.177], [-4.468, -3.077, 1.779], [-5.702, -2.605, 1.507], [-5.539, -1.874, 0.243], [-4.055, -2.066, -0.180], [-3.492, -2.918, 0.874], [-4.528, -3.703, 2.594], [-6.500, -2.812, 2.198], [-6.380, -1.269, -0.161], [-3.730, -1.778, -1.288], [-2.721, -3.382, 0.981], [-2.167, 2.488, -3.953], [-1.332, 2.915, -5.004], [-1.275, 1.778, -6.048], [-2.040, 0.612, -5.453], [-2.502, 1.143, -4.078], [-2.227, 3.086, -3.042], [-0.868, 4.041, -5.002], [-0.812, 1.912, -7.078], [-2.248, -0.227, -6.016], [-3.015, 0.626, -3.323], [3.257, -3.415, 1.877], [3.052, -2.193, 2.447], [4.361, -1.457, 2.553], [5.397, -2.426, 1.995], [4.565, -3.605, 1.525], [2.497, -3.898, 1.363], [2.066, -1.753, 2.796], [4.575, -0.625, 2.971], [6.391, -2.354, 1.843], [5.161, -4.519, 1.139], [-1.283, -0.335, 4.882], [-1.258, -1.650, 4.224], [0.042, -2.274, 4.639], [0.720, -1.205, 5.640], [-0.078, -0.013, 5.472], [-2.073, 0.287, 4.868], [-1.929, -1.971, 3.535], [0.514, -3.286, 4.396], [1.656, -1.221, 6.347], [-0.056, 0.959, 6.023]],
  "forces_ev_per_angstrom": [[0.335, -3.035, -2.870], [2.857, 2.591, 5.546], [-2.235, -0.411, -2.823], [-1.191, -0.523, -0.524], [1.040, 2.216, 3.005], [-0.286, 0.259, 0.458], [-0.157, -0.990, -3.242], [-1.761, 1.255, 1.107], [-0.328, 0.256, 0.370], [2.212, -1.286, -0.950], [-1.354, -2.414, -1.275], [-2.040, -3.056, 6.334], [2.623, -3.550, -4.393], [0.422, 0.798, -1.565], [-2.929, 4.023, 1.180], [-0.857, 0.861, 1.088], [-0.260, 2.288, -1.986], [0.924, -0.674, -0.872], [0.440, 0.346, -2.100], [0.132, -0.720, 1.295], [3.235, -5.128, 2.836], [-2.056, 5.435, -3.002], [2.609, -6.041, 1.945], [0.079, -4.309, -2.721], [-4.349, 3.825, -3.323], [0.351, 3.494, -0.087], [3.144, 1.184, 2.406], [-0.953, 2.098, -0.742], [-0.823, 0.420, 0.080], [0.636, -0.284, 0.823], [-3.204, -1.409, 0.843], [0.052, -1.832, 3.253], [5.719, 0.394, 0.398], [2.297, 2.430, -0.588], [-6.575, 0.301, -2.208], [-1.519, -0.719, 1.829], [0.071, 0.022, 0.104], [-2.073, 0.045, -0.581], [0.354, 1.524, -2.331], [3.041, -0.529, 1.473], [0.969, 3.842, 0.468], [0.149, -1.253, 5.890], [-1.226, -5.753, -2.916], [-0.243, -3.797, -7.494], [0.282, 7.873, -3.118], [-0.642, 1.039, 2.366], [0.103, 0.310, -0.926], [0.005, 1.262, -0.032], [0.146, 0.598, 4.186], [-0.127, -3.891, 1.941], [-0.454, 1.493, 1.998], [-3.878, -2.772, -0.665], [-1.573, 3.473, 0.556], [-1.148, 1.309, 8.366], [-2.532, -2.409, 0.841], [1.147, -2.697, -1.919], [-1.281, -0.899, -1.570], [0.370, 0.540, 0.180], [-0.818, -0.291, -2.144], [0.614, -1.975, 0.247], [-0.154, -2.281, -0.808], [2.702, -2.795, 3.497], [-2.219, -3.061, -3.825], [-0.284, 1.507, -5.325], [1.114, 0.644, 3.286], [-0.625, 2.373, 0.373], [0.223, -0.203, 0.738], [0.360, 0.028, 1.014], [-0.026, 0.676, 0.075], [-0.922, 2.230, 1.185], [5.233, -1.377, 5.501], [-1.371, 0.368, 3.018], [0.429, -0.501, -3.264], [-4.420, 0.944, -7.221], [-4.516, 0.616, 6.925], [-1.966, 0.897, -5.100], [4.034, -0.029, -0.496], [0.928, -0.555, -2.676], [1.158, 0.153, 1.335], [0.801, -0.277, -1.388], [2.307, 0.931, -1.666], [-1.979, 0.477, 0.127], [0.652, -0.339, 1.444], [-3.366, -0.193, 2.473], [2.899, 2.896, -1.990], [4.542, 2.352, -4.246], [2.769, 0.127, 1.848], [-0.797, -0.164, 0.551], [-0.472, 0.333, -0.698], [2.462, 0.670, -2.409], [-1.518, -2.034, 2.641], [1.436, 2.741, -4.157], [1.601, -1.487, 2.066], [-2.679, -0.808, 0.570], [-10.012, 7.342, -3.979], [1.382, 0.287, -0.754], [-0.187, 0.291, -0.176], [1.126, -0.573, -0.111], [-0.236, -0.831, 2.989], [9.127, -4.934, 0.892], [1.779, -2.138, -1.236], [-0.309, -1.557, -1.935], [-1.340, 1.443, 3.464], [1.275, 7.366, 3.242], [1.837, 0.510, -5.258], [0.431, -1.986, -1.827], [-1.333, -3.512, -0.205], [-0.688, -0.434, 1.701], [-0.546, -1.491, -0.650], [-0.667, -0.462, 0.846], [1.453, 0.147, 0.783], [2.843, 2.983, 1.428], [-1.603, -10.519, -4.150], [-9.022, -1.493, 0.541], [3.911, 2.250, 2.233], [1.821, 0.850, 1.535], [1.300, -1.102, -0.682], [0.863, 5.394, 2.698], [3.031, 0.446, -0.272], [-2.125, 1.325, 0.466], [0.845, -2.504, -2.306], [6.729, 1.583, 5.041], [-1.192, 3.422, 2.117], [-1.520, 0.504, -2.298], [-0.125, -2.554, 2.094], [0.092, 0.039, -0.344], [-2.158, -0.642, -1.671], [-1.044, 1.921, 0.569], [-1.885, -0.292, -2.049], [0.315, -1.099, -0.578]],
  "lowdin_charge": [-0.01, -0.07, -0.10, -0.12, -0.16, 0.07, 0.04, 0.12, 0.07, 0.14, -0.07, -0.14, -0.04, -0.04, -0.06, 0.18, 0.02, 0.03, 0.10, 0.10, -0.06, -0.24, -0.05, -0.04, -0.04, 0.13, 0.20, 0.03, 0.07, 0.08, 0.00, -0.09, -0.11, -0.05, -0.12, 0.05, 0.08, 0.01, 0.11, 0.02, 0.02, -0.05, -0.05, -0.10, -0.08, 0.10, 0.04, 0.06, 0.01, 0.02, -0.03, -0.08, 0.00, 0.02, -0.09, 0.23, 0.16, 0.07, 0.09, 0.16, -0.08, -0.06, -0.06, -0.05, -0.16, 0.16, 0.03, 0.00, 0.05, 0.13, -0.01, -0.17, -0.11, -0.04, -0.01, 0.07, 0.16, 0.07, 0.04, 0.06, -0.14, -0.15, -0.17, -0.10, -0.14, -0.03, 0.15, 0.08, 0.06, 0.06, -0.05, -0.13, -0.07, -0.05, -0.10, 0.16, 0.10, 0.07, 0.11, 0.00, -0.08, -0.11, -0.08, -0.09, -0.11, 0.05, 0.13, 0.08, 0.02, 0.06, -0.07, -0.14, 0.00, -0.03, -0.15, 0.01, 0.12, -0.05, 0.03, 0.14, -0.03, -0.08, -0.07, -0.06, -0.18, 0.13, 0.03, 0.07, 0.11, 0.11],
  "energy_ha": -2730.99832,
  "homo_lumo_gap_ev": 7.38,
  "lumo_energy_ev": 0.22,
  "relative_energy_kcal_mol": 743.6
}